[1]
Molecular formula: BF4In
Method: DFT, ωB97M-V/def2-TZVPD

Summary:
Orbital gap, eV: 4.41
LUMO, eV: -18.76
Highest occupied orbital energy, eV: -23.17
Charge: +2

Element x y z (Å)
In -0.138 -0.706 -1.944
B 0.044 0.175 0.413
F 0.923 0.635 -0.494
F 0.667 -0.109 1.621
F -1.042 1.010 0.428
F -0.455 -1.005 -0.024

In elementary charge units, the Mulliken charges are:
1. In 2.083
2. B 0.545
3. F -0.186
4. F -0.180
5. F -0.196
6. F -0.065


[2]
Molecular formula: BF4Sn
Method: DFT, ωB97M-V/def2-TZVPD

Summary:
Orbital gap, eV: 5.81
LUMO, eV: -9.66
Highest occupied orbital energy, eV: -15.47
Charge: +1

Element x y z (Å)
Sn -0.498 2.339 -1.446
B 0.120 -0.437 0.339
F 0.631 0.803 0.652
F -1.290 -0.643 0.294
F 0.493 -0.645 -0.954
F 0.545 -1.417 1.115

In elementary charge units, the Mulliken charges are:
1. Sn 1.757
2. B 0.506
3. F -0.334
4. F -0.357
5. F -0.301
6. F -0.271


[3]
Molecular formula: BH20O8
Method: DFT, ωB97M-V/def2-TZVPD

Summary:
Orbital gap, eV: 9.38
LUMO, eV: 2.94
Highest occupied orbital energy, eV: -6.44
Charge: -1

Element x y z (Å)
B -1.752 -68.285 32.067
H -1.013 -67.295 32.377
H -1.188 -69.259 31.927
H -2.474 -68.509 33.057
H -2.525 -68.107 31.128
O -3.730 -70.734 31.481
H -3.100 -70.134 31.565
H -4.503 -70.266 31.995
O -1.082 -71.252 34.082
H -0.808 -70.358 33.884
H -1.132 -71.454 34.969
O 0.680 -69.139 34.275
H 0.904 -68.602 33.417
H 1.276 -69.952 34.250
O -0.119 -67.935 28.962
H -0.729 -68.053 28.259
H -0.804 -68.268 29.540
O -3.845 -67.596 35.586
H -3.592 -66.638 35.811
H -3.664 -67.742 34.663
O 1.829 -68.444 31.839
H 2.207 -69.064 31.280
H 0.853 -68.085 31.857
O 0.454 -65.100 34.572
H 0.092 -65.878 34.285
H 0.024 -64.656 35.226
O -3.330 -65.670 32.990
H -2.613 -65.284 33.527
H -2.732 -66.416 32.718

In elementary charge units, the Mulliken charges are:
1. B 0.250
2. H -0.213
3. H -0.066
4. H -0.310
5. H -0.243
6. O -0.682
7. H 0.376
8. H 0.305
9. O -0.658
10. H 0.444
11. H 0.273
12. O -0.723
13. H 0.380
14. H 0.303
15. O -0.603
16. H 0.286
17. H 0.328
18. O -0.675
19. H 0.296
20. H 0.333
21. O -0.731
22. H 0.271
23. H 0.268
24. O -0.612
25. H 0.332
26. H 0.278
27. O -0.699
28. H 0.351
29. H 0.138


[4]
Molecular formula: BH20O8
Method: DFT, ωB97M-V/def2-TZVPD

Summary:
Orbital gap, eV: 10.43
LUMO, eV: 3.04
Highest occupied orbital energy, eV: -7.39
Charge: -1

Element x y z (Å)
B -0.508 -14.335 41.941
H -0.988 -13.451 42.500
H -0.220 -15.199 42.638
H -1.221 -14.788 41.156
H 0.413 -13.988 41.347
O 2.949 -14.343 41.839
H 1.982 -14.247 41.804
H 3.182 -14.695 40.975
O -2.905 -16.400 40.036
H -2.254 -15.791 40.415
H -3.598 -15.826 39.697
O -2.628 -14.612 44.123
H -2.142 -14.270 43.345
H -3.228 -15.270 43.758
O -0.421 -12.179 39.960
H -0.485 -12.812 40.723
H -0.553 -11.309 40.354
O -3.346 -12.433 40.277
H -3.777 -11.600 40.489
H -2.391 -12.228 40.281
O 0.723 -17.005 41.289
H 0.227 -16.205 41.585
H 0.040 -17.628 41.020
O -1.005 -11.676 44.778
H -0.228 -11.524 45.320
H -0.735 -12.376 44.178
O 0.839 -13.874 44.578
H 0.493 -14.011 43.665
H 0.603 -14.686 45.036

In elementary charge units, the Mulliken charges are:
1. B 0.512
2. H -0.290
3. H -0.128
4. H -0.263
5. H -0.243
6. O -0.707
7. H 0.362
8. H 0.317
9. O -0.753
10. H -0.078
11. H 0.302
12. O -0.668
13. H 0.408
14. H 0.300
15. O -0.795
16. H 0.418
17. H 0.326
18. O -0.651
19. H 0.272
20. H 0.356
21. O -0.684
22. H 0.406
23. H 0.298
24. O -0.695
25. H 0.278
26. H 0.412
27. O -0.703
28. H 0.385
29. H 0.306


[5]
Molecular formula: BH24NO8
Method: DFT, ωB97M-V/def2-TZVPD

Summary:
Orbital gap, eV: 5.50
LUMO, eV: -1.33
Highest occupied orbital energy, eV: -6.84

Element x y z (Å)
N 21.212 18.307 19.080
H 22.017 17.697 18.882
H 21.271 18.102 20.037
H 20.388 17.937 18.617
H 21.299 19.243 18.999
B 21.592 13.882 19.475
H 21.110 12.987 18.719
H 21.220 13.733 20.588
H 22.820 13.676 19.674
H 21.373 15.046 18.936
O 18.481 16.405 19.671
H 18.337 16.934 18.902
H 18.117 15.514 19.553
O 19.441 19.446 21.086
H 20.062 20.040 21.299
H 19.469 18.735 21.840
O 24.043 18.821 18.936
H 24.382 19.576 19.198
H 24.497 18.830 18.123
O 22.158 16.696 21.669
H 23.139 16.750 21.468
H 22.128 15.804 21.189
O 20.159 21.345 18.883
H 20.842 21.889 18.923
H 19.666 21.454 18.181
O 20.818 17.193 16.379
H 19.891 16.903 16.079
H 21.085 18.099 16.096
O 21.987 20.746 21.511
H 22.773 21.140 21.786
H 22.070 21.364 20.838
O 24.668 16.709 20.584
H 25.198 17.374 21.209
H 24.275 17.398 20.011

In elementary charge units, the Mulliken charges are:
1. N -0.077
2. H 0.253
3. H 0.288
4. H 0.181
5. H 0.320
6. B 0.076
7. H -0.171
8. H -0.228
9. H -0.210
10. H -0.274
11. O -0.574
12. H 0.279
13. H 0.293
14. O -0.614
15. H 0.304
16. H 0.339
17. O -0.541
18. H 0.238
19. H 0.270
20. O -0.758
21. H 0.388
22. H 0.299
23. O -0.484
24. H 0.247
25. H 0.230
26. O -0.661
27. H 0.333
28. H 0.310
29. O -0.540
30. H 0.295
31. H 0.191
32. O -0.724
33. H 0.332
34. H 0.390


[6]
Molecular formula: BH24O10
Method: DFT, ωB97M-V/def2-TZVPD

Summary:
Orbital gap, eV: 8.30
LUMO, eV: 2.41
Highest occupied orbital energy, eV: -5.89
Charge: -1

Element x y z (Å)
B -0.217 -0.886 0.530
H 0.085 -1.407 -0.366
H -1.262 -0.618 0.499
H -0.061 -1.618 1.307
H 0.368 -0.009 0.757
O 4.207 -2.950 2.437
H 4.582 -2.529 3.210
H 3.404 -2.460 2.262
O 3.672 -0.287 -1.865
H 3.872 0.628 -2.067
H 2.821 -0.256 -1.428
O 4.013 4.351 -1.294
H 3.093 4.352 -1.027
H 4.364 5.172 -0.950
O -2.393 -0.847 4.360
H -3.283 -0.683 4.050
H -1.906 -1.089 3.572
O 0.165 1.040 -5.299
H -0.608 1.140 -4.744
H 0.434 0.130 -5.177
O -3.564 1.286 -2.521
H -4.257 1.570 -1.925
H -2.946 0.815 -1.962
O -1.009 3.155 4.926
H -1.883 2.945 5.257
H -0.672 2.324 4.594
O -0.137 -5.530 1.051
H -0.043 -4.580 0.986
H -0.933 -5.658 1.567
O -2.577 -2.968 -2.887
H -3.286 -2.377 -2.634
H -1.943 -2.903 -2.172
O -0.443 3.875 -1.001
H -1.280 3.854 -1.464
H -0.378 3.017 -0.582

In elementary charge units, the Mulliken charges are:
1. B 0.337
2. H -0.330
3. H -0.323
4. H -0.313
5. H -0.302
6. O -0.643
7. H 0.308
8. H 0.332
9. O -0.661
10. H 0.317
11. H 0.337
12. O -0.634
13. H 0.328
14. H 0.303
15. O -0.676
16. H 0.303
17. H 0.358
18. O -0.644
19. H 0.319
20. H 0.324
21. O -0.651
22. H 0.299
23. H 0.338
24. O -0.649
25. H 0.310
26. H 0.339
27. O -0.667
28. H 0.350
29. H 0.303
30. O -0.667
31. H 0.302
32. H 0.352
33. O -0.650
34. H 0.304
35. H 0.346


[7]
Molecular formula: BH3OS
Method: DFT, ωB97M-V/def2-TZVPD

Summary:
Orbital gap, eV: 10.36
LUMO, eV: 0.26
Highest occupied orbital energy, eV: -10.11

Element x y z (Å)
B 0.016 -0.261 0.082
O 1.156 1.352 -0.224
S -1.630 0.163 -0.173
H 0.587 -1.237 0.304
H 2.032 1.036 0.001
H -2.162 -1.053 0.010

In elementary charge units, the Mulliken charges are:
1. B 0.417
2. O -0.670
3. S -0.151
4. H -0.019
5. H 0.265
6. H 0.159


[8]
Molecular formula: BH3OS
Method: DFT, ωB97M-V/def2-TZVPD

Summary:
Orbital gap (spin up / spin down), eV: 6.67 / 8.01
LUMO (spin up / spin down), eV: 0.45 / -2.40
Multiplicity: 3
Highest occupied orbital energy (spin up / spin down), eV: -6.21 / -10.41
Expectation value of S²: 2.01

Element x y z (Å)
B 0.284 -0.056 0.449
O 0.679 2.043 -0.775
S -0.706 -0.885 -0.685
H 0.702 0.229 1.419
H 0.211 2.652 -0.058
H -0.542 -2.230 -0.293

In elementary charge units, the Mulliken charges are:
1. B 0.153
2. O -0.324
3. S -0.264
4. H -0.044
5. H 0.366
6. H 0.113